Entry A
2 unconnected molecules or ions with the total composition C3H5NO, computed with ωB97M-V/def2-TZVPD.

Each line ends with the Mulliken charge.
CARTESIAN COORDINATES (ANGSTROEM)
C: 1.02207 0.96658 -0.30520  -0.295
C: 0.45579 -0.03070 0.17115  0.015
C: -0.32509 -0.73584 1.17674  -0.870
H: 1.54950 1.85704 -0.55655  0.365
H: -1.03421 -0.01239 1.52994  0.257
H: -0.92126 -1.61897 0.80096  0.283
H: 0.37978 -1.10058 1.95831  0.274
N: -0.62219 1.27367 -2.48502  0.010
O: -1.73454 0.94317 -2.17762  -0.243
H: -0.09384 0.50402 -3.13530  0.204

The molar mass comes out at 71.08 u. The HOMO-LUMO gap (spin up / spin down) is 9.1300 / 9.1291 eV. Its total charge is 0. As for the structure (SMILES): C#CC.N=O.

Entry B
A single C3H5NO molecule, computed with ωB97M-V/def2-TZVPD.

Each line ends with the Mulliken charge.
CARTESIAN COORDINATES (ANGSTROEM)
O: -2.15833 -0.04125 -0.01079  -0.515
C: -0.97549 -0.03299 -0.01237  0.513
C: 0.10298 -1.07869 0.09856  -0.376
N: 1.12745 0.00870 0.08886  -0.471
C: 0.02950 1.16045 0.08751  -0.307
H: 0.12448 -1.82751 0.97599  0.210
H: 0.11645 -1.77100 -0.76791  0.222
H: 1.63900 -0.05934 -0.78131  0.274
H: 0.12227 1.92684 -0.73832  0.258
H: -0.12830 1.71480 1.05978  0.193

The molar mass comes out at 71.08 u. The HOMO-LUMO gap is 10.5120 eV. Its total charge is 0. As for the structure (SMILES): O=C1CNC1.

Q: Which of them is the most stable? A: entry B.

Entry A
A single C3H5NO molecule, computed with ωB97M-V/def2-TZVPD.

Each line ends with the Mulliken charge.
CARTESIAN COORDINATES (ANGSTROEM)
O: 0.47144 1.71414 0.54755  -0.444
C: -0.49806 0.95458 0.88183  -0.154
C: -0.35748 -0.49137 0.46439  -0.072
C: -0.06313 -0.67049 -0.99865  -0.458
N: 0.96991 -0.89607 -0.01624  -0.574
H: -0.67479 2.04115 1.21585  0.573
H: -0.93777 -1.25317 0.97891  0.355
H: -0.46276 -1.55681 -1.48896  0.250
H: -0.02383 0.23009 -1.61309  0.239
H: 1.57646 -0.07205 0.02842  0.284

The molar mass comes out at 71.08 u. The HOMO-LUMO gap is 10.1070 eV. Its total charge is 0. As for the structure (SMILES): O=C[C@H]1CN1.

Entry B
A molecular structure, C3H5NO, computed with ωB97M-V/def2-TZVPD.

Each line ends with the Mulliken charge.
CARTESIAN COORDINATES (ANGSTROEM)
C: 0.60222 0.49808 0.40471  -0.069
C: 0.69281 0.17046 -0.79668  -0.112
C: -1.93492 -0.22211 0.43004  -0.199
O: 2.47493 0.16577 -0.42648  -0.649
N: -1.25900 0.76954 0.03728  -0.545
H: 2.72753 -0.76269 -0.55410  0.287
H: 0.76258 0.57286 1.45908  0.404
H: 0.46932 0.11614 -1.83960  0.382
H: -1.50910 -1.18434 0.75772  0.230
H: -3.02639 -0.12373 0.52802  0.269

The molar mass comes out at 71.08 u. The HOMO-LUMO gap is 9.1274 eV. Its total charge is 0.

Entry C
A single C3H5NO molecule, computed with ωB97M-V/def2-TZVPD.

Each line ends with the Mulliken charge.
CARTESIAN COORDINATES (ANGSTROEM)
C: -0.02541 1.07926 -1.38655  -0.312
C: 0.40937 -0.14825 -1.12112  -0.027
C: 0.26009 -0.97878 -0.18788  -0.526
N: -0.20501 -0.24353 1.22187  0.052
O: -0.51247 1.01169 1.10917  -0.636
H: -1.03248 1.03691 -1.80904  0.208
H: 0.55212 1.88763 -1.46188  0.316
H: 0.64370 -1.90618 0.27065  0.372
H: 0.60477 -0.34082 1.79819  0.279
H: -0.99854 -0.79658 1.40297  0.273

The molar mass comes out at 71.08 u. The HOMO-LUMO gap is 9.6903 eV. Its total charge is 0. As for the structure (SMILES): C=C=C[NH2+][O-].

Entry D
A single C3H5NO molecule, computed with ωB97M-V/def2-TZVPD.

Each line ends with the Mulliken charge.
CARTESIAN COORDINATES (ANGSTROEM)
C: 1.89889 0.13835 0.55883  -0.205
N: 1.17175 -0.73502 0.00294  -0.331
C: -0.11780 -1.06573 -0.03252  0.532
C: -0.99764 -0.10769 -0.78795  -0.733
O: -0.50968 -2.08352 0.45751  -0.560
H: 2.79560 0.45331 0.07757  0.293
H: 1.60168 0.74057 1.50606  0.218
H: -0.21601 0.54166 -1.29001  0.265
H: -1.66547 -0.66948 -1.48682  0.269
H: -1.48534 0.47705 -0.03748  0.252

The molar mass comes out at 71.08 u. The HOMO-LUMO gap is 10.0593 eV. Its total charge is 0. As for the structure (SMILES): C=NC(C)=O.

Q: Which of them is the most stable? A: entry D.

Entry A
A single C3H5NO molecule, computed with ωB97M-V/def2-TZVPD.

Each line ends with the Mulliken charge.
CARTESIAN COORDINATES (ANGSTROEM)
C: -0.37278 -1.09983 -0.78240  0.083
N: 0.55172 -0.35553 -1.22806  -0.503
C: 0.83348 0.46506 -0.03995  -0.348
C: -0.51673 0.58675 0.61200  -0.371
O: -0.89870 -0.81013 0.44718  -0.345
H: -0.73381 -2.00790 -1.24792  0.373
H: 1.45471 1.34418 -0.23049  0.364
H: 1.24442 -0.27068 0.67965  0.232
H: -0.45501 0.87162 1.66456  0.256
H: -1.27716 1.16909 0.08006  0.261

The molar mass comes out at 71.08 u. The HOMO-LUMO gap is 10.8506 eV. Its total charge is 0. As for the structure (SMILES): C1=NCCO1.

Entry B
A single C3H5NO molecule, computed with ωB97M-V/def2-TZVPD.

Each line ends with the Mulliken charge.
CARTESIAN COORDINATES (ANGSTROEM)
C: 1.88999 0.60840 0.43552  -0.438
C: -1.60033 -1.16764 -0.01082  -0.373
N: -0.51069 -0.50017 0.05398  -0.411
C: -0.24905 0.69698 -0.48774  0.004
O: 0.96608 1.18139 -0.25495  -0.257
H: 2.81585 1.15631 0.51547  0.295
H: 1.68323 -0.35637 0.87929  0.310
H: -1.62609 -2.13054 0.49701  0.258
H: -2.50530 -0.84230 -0.53461  0.214
H: -0.86369 1.35393 -1.09315  0.398

The molar mass comes out at 71.08 u. The HOMO-LUMO gap (spin up / spin down) is 7.5836 / 8.0223 eV. Its total charge is 0.

Q: Which of them is the most stable? A: entry A.

Entry A
A molecular structure, C3H5NO, computed with ωB97M-V/def2-TZVPD.

Each line ends with the Mulliken charge.
CARTESIAN COORDINATES (ANGSTROEM)
C: 1.44440 0.26613 -0.28880  -0.219
C: 0.16599 0.09169 0.07779  0.149
C: -0.85985 -0.41576 1.03815  -0.875
N: -0.18646 0.79262 -1.24681  -0.264
O: 1.23929 0.82525 -1.53283  -0.254
H: 2.42155 -0.05754 -0.05241  0.396
H: -1.80166 -0.48846 0.49776  0.288
H: -0.71706 -1.45132 1.34608  0.296
H: -0.85893 0.32538 1.88036  0.222
H: -0.84726 0.11201 -1.71928  0.262

The molar mass comes out at 71.08 u. The HOMO-LUMO gap is 9.6092 eV. Its total charge is 0.

Entry B
A molecular structure, C3H5NO, computed with ωB97M-V/def2-TZVPD.

Each line ends with the Mulliken charge.
CARTESIAN COORDINATES (ANGSTROEM)
C: -0.18879 -0.51138 1.77523  0.196
C: 0.17560 -1.07386 -0.07880  -0.659
C: -0.01025 0.44051 -0.20464  -0.259
N: -0.36109 0.66569 1.18800  -0.005
O: -0.22079 -1.00433 2.84964  -0.479
H: 1.16213 -1.47235 -0.22863  0.271
H: -0.63787 -1.67988 -0.43690  0.261
H: 0.91313 0.96622 -0.46657  0.225
H: -0.80478 0.74764 -0.88997  0.262
H: -0.59075 1.54980 1.63186  0.187

The molar mass comes out at 71.08 u. The HOMO-LUMO gap is 9.9021 eV. Its total charge is 0.

Entry C
A single C3H5NO molecule, computed with ωB97M-V/def2-TZVPD.

Each line ends with the Mulliken charge.
CARTESIAN COORDINATES (ANGSTROEM)
C: -1.27649 -0.05119 -0.07615  -1.165
C: 0.22542 -0.16794 0.32047  0.434
O: 1.03933 -1.10289 -0.50502  -0.530
C: 1.01704 0.99214 -0.04284  0.190
N: 1.76887 1.79379 -0.39301  -0.422
H: -1.38630 0.11999 -1.14948  0.330
H: -1.78097 0.79178 0.43655  0.339
H: -1.83811 -0.94698 0.21362  0.295
H: 0.24677 -0.34221 1.41996  0.179
H: 1.98445 -1.08650 -0.22411  0.350

The molar mass comes out at 71.08 u. The HOMO-LUMO gap is 11.6964 eV. Its total charge is 0. As for the structure (SMILES): C[C@@H](O)C#N.

Entry D
A single C3H5NO molecule, computed with ωB97M-V/def2-TZVPD.

Each line ends with the Mulliken charge.
CARTESIAN COORDINATES (ANGSTROEM)
O: -0.45333 -0.12829 1.90096  -0.564
C: -0.15374 0.19257 0.77635  0.411
C: -0.80122 -0.49497 -0.47266  -0.169
C: 0.38966 -0.68945 -1.32210  -0.452
N: 0.74398 1.15319 0.46219  -0.368
H: -1.33024 -1.36594 -0.07567  0.246
H: -1.50539 0.22862 -0.90004  0.225
H: 0.78404 -1.70013 -1.08902  0.131
H: 1.05244 1.22995 -0.49339  0.294
H: 1.27381 1.57444 1.21337  0.246

The molar mass comes out at 71.08 u. The HOMO-LUMO gap is 8.4391 eV. Its total charge is 0.

Q: Which of them is the most stable? A: entry C.

Entry A
2 unconnected molecules or ions with the total composition C3H5NO, computed with ωB97M-V/def2-TZVPD.

Each line ends with the Mulliken charge.
CARTESIAN COORDINATES (ANGSTROEM)
O: 1.35263 -1.32219 1.67816  -0.159
C: 1.78580 -0.99644 0.68084  0.103
C: -0.17269 0.25181 -0.73298  -0.052
C: -1.31802 -0.38504 -0.48638  -0.682
N: 0.33440 1.28306 0.06436  -0.530
H: 1.31933 1.18658 0.28108  0.274
H: 0.43155 0.02258 -1.61008  0.371
H: -1.77319 -1.03768 -1.22026  0.249
H: -1.85467 -0.21068 0.44487  0.190
H: -0.20497 1.39433 0.91529  0.236

The molar mass comes out at 71.08 u. The HOMO-LUMO gap is 9.6687 eV. Its total charge is 0.

Entry B
2 unconnected molecules or ions with the total composition C3H5NO, computed with ωB97M-V/def2-TZVPD.

Each line ends with the Mulliken charge.
CARTESIAN COORDINATES (ANGSTROEM)
C: -1.25967 1.57709 -0.04966  0.334
C: -0.48546 -0.84442 0.02574  -0.946
C: -0.39407 0.57633 0.42341  0.249
N: -2.05398 2.26240 -0.49540  -0.374
O: 0.41836 0.77642 1.48766  -0.494
H: -0.09496 -1.13698 -0.97133  0.245
H: -0.09809 -1.36494 0.94471  0.288
H: -1.49422 -1.19446 0.02956  0.320
H: 1.64017 1.56609 -1.41945  0.020
H: 0.85495 1.68488 1.48311  0.358

The molar mass comes out at 71.08 u. The HOMO-LUMO gap (spin up / spin down) is 7.6503 / 10.9569 eV. Its total charge is 0.

Q: Which of them is the most stable? A: entry A.

Entry A
2 unconnected molecules or ions with the total composition C3H10S, computed with ωB97M-V/def2-TZVPD.

Each line ends with the Mulliken charge.
CARTESIAN COORDINATES (ANGSTROEM)
C: -2.25164 0.41424 1.69061  -0.800
S: -0.63063 0.97037 2.29300  -0.060
C: 0.06420 1.55668 0.72462  -0.744
H: -2.11218 -0.43200 1.02391  0.267
H: -2.79591 1.24215 1.25190  0.272
H: -2.79958 0.05349 2.56113  0.292
H: -0.06310 0.80534 -0.05476  0.184
H: -0.35491 2.51000 0.42277  0.300
H: 1.13273 1.66778 0.91161  0.288
C: 1.96315 -1.75638 -2.17433  -0.831
H: 1.41774 -1.32922 -3.01526  0.224
H: 1.82317 -2.83282 -2.12894  0.243
H: 1.57984 -1.33073 -1.24867  0.127
H: 3.02711 -1.53890 -2.25759  0.237

The molar mass comes out at 78.18 u. The HOMO-LUMO gap is 9.4807 eV. Its total charge is 0. As for the structure (SMILES): CSC.C.

Entry B
2 unconnected molecules or ions with the total composition C3H10S, computed with ωB97M-V/def2-TZVPD.

Each line ends with the Mulliken charge.
CARTESIAN COORDINATES (ANGSTROEM)
C: -2.10622 0.15761 0.21870  -0.827
C: -1.11641 -0.08530 1.36046  -0.745
H: -2.46344 1.18171 0.15106  0.272
H: -1.61743 -0.17565 -0.70002  0.231
H: -2.98624 -0.47928 0.36321  0.309
H: -0.25784 0.57442 1.26315  0.220
H: -0.80678 -1.12994 1.36395  0.222
H: -1.52939 0.03606 2.36047  0.333
C: 2.15712 0.39256 -1.35279  -0.724
S: 2.70482 -0.54817 0.09196  -0.182
H: 2.28634 -0.22558 -2.24230  0.293
H: 2.84260 1.22188 -1.45284  0.279
H: 1.09536 0.60602 -1.42788  0.226
H: 1.79750 -1.52634 0.00287  0.093

The molar mass comes out at 78.18 u. The HOMO-LUMO gap is 9.9382 eV. Its total charge is 0. As for the structure (SMILES): CC.CS.

Entry C
2 unconnected molecules or ions with the total composition C3H10S, computed with ωB97M-V/def2-TZVPD.

Each line ends with the Mulliken charge.
CARTESIAN COORDINATES (ANGSTROEM)
C: 0.95689 -1.06677 -1.16701  -0.573
C: -0.37294 -1.00080 -1.91537  -0.745
H: 1.03950 -1.86992 -0.45824  0.282
H: 1.99663 -1.15103 -1.62739  0.316
H: 1.15895 -0.08343 -0.68388  -0.011
H: -0.95753 -1.87844 -1.64374  0.255
H: -0.19366 -1.08137 -3.11028  0.222
H: -0.88922 -0.09189 -1.67078  0.268
C: -0.09365 1.65087 1.72204  -0.674
S: -0.95715 0.13446 2.51306  -0.197
H: 0.60736 1.28788 0.90174  0.111
H: 0.35118 1.89593 2.64649  0.347
H: -0.77319 2.34411 1.34166  0.274
H: -1.87319 0.91040 3.15172  0.124

The molar mass comes out at 78.18 u. The HOMO-LUMO gap is 9.9383 eV. Its total charge is 0. As for the structure (SMILES): CC.CS.

Q: Which of them is the most stable? A: entry A.